Molecular formula: C41H45N5SSbY
Method: DFT, ωB97M-V/def2-TZVPD

Output
* relative energy (zero: lowest compared OMol25 entry of this formula, charge and spin): 12.7 kcal/mol
* largest force on an atom: 0.509 eV/Å
* frontier orbital gap: 6.03 eV
* total charge: 0
* electronic energy: -2539.890316 Ha

The geometry in XYZ format:
```
94
Properties=species:S:1:pos:R:3:forces:R:3
Y 0.31549 0.00686 0.17487 -0.2919 0.0544 -0.0730
C 4.64746 3.70229 -0.41188 0.0341 -0.0101 -0.0156
C 4.63650 2.32082 -0.28632 0.0008 -0.0132 -0.0019
C 3.56501 1.67870 0.31633 0.0013 0.0126 0.0347
C 2.48228 2.41583 0.79112 0.1294 0.0265 -0.0631
C 2.49732 3.80515 0.66379 -0.0121 -0.0468 -0.0114
C 3.57609 4.44138 0.07082 -0.0205 0.0359 -0.0024
N 1.35259 1.74886 1.31752 -0.0655 0.0937 0.2581
C 1.04615 1.89241 2.60708 0.1825 -0.0892 0.0318
C 1.89916 2.49503 3.58745 0.0371 0.0893 0.0594
C 1.54728 2.51458 4.90372 0.0382 0.0112 -0.0764
C 0.32467 1.96649 5.37892 -0.0895 -0.0664 -0.1019
C -0.53479 1.40832 4.48284 0.1443 0.1052 0.2463
C -0.19295 1.36747 3.11181 -0.3263 -0.0358 -0.1744
N -1.02465 0.90229 2.15014 0.0898 -0.0568 -0.1084
N -2.21090 0.53740 2.41302 0.0496 0.0504 0.0018
C -2.90586 0.20768 1.23502 0.0605 0.0243 0.0652
C -4.29023 0.05945 1.33354 0.0344 -0.0072 -0.1204
C -5.01355 -0.16358 0.18063 0.0421 0.0323 0.0309
C -4.34209 -0.24737 -1.03552 -0.0403 0.0232 -0.0502
C -2.96783 -0.13026 -1.03383 0.0195 0.0127 0.0106
N -2.24912 0.08913 0.07123 -0.2249 -0.1320 0.1061
H 5.48409 4.20068 -0.88396 0.0009 0.0005 -0.0003
H 5.46530 1.73160 -0.65810 0.0069 0.0141 -0.0055
H 3.56006 0.60054 0.42533 -0.0255 0.0025 0.0086
H 1.65101 4.37745 1.02522 -0.0121 -0.0106 0.0059
H 3.57411 5.52029 -0.02319 0.0058 -0.0010 -0.0040
H 2.84638 2.90765 3.26945 0.0042 -0.0118 0.0025
H 2.23364 2.95320 5.61829 0.0050 0.0032 -0.0024
H 0.09534 1.99404 6.43470 -0.0150 -0.0064 0.0018
H -1.47969 0.97800 4.78442 -0.0036 0.0114 0.0023
H -4.75615 0.14759 2.30378 0.0156 0.0040 0.0175
H -6.08969 -0.26851 0.22369 -0.0047 -0.0040 -0.0097
H -4.86889 -0.41934 -1.96344 -0.0029 0.0005 0.0035
H -2.40107 -0.21803 -1.95519 -0.0122 0.0049 -0.0082
S 2.59358 0.29553 -4.18467 0.0499 0.0090 -0.0038
C 3.46417 -0.87511 -3.29487 -0.0196 -0.0120 0.0484
C 2.93598 -1.06234 -2.05113 -0.0245 0.0195 0.0063
C 1.77963 -0.26567 -1.74892 0.2817 -0.1163 -0.4074
C 1.51662 0.52447 -2.84614 -0.1374 -0.0376 0.2335
C 0.46817 1.53441 -2.86357 -0.0133 0.0496 -0.0693
C 0.20999 2.36899 -3.95573 -0.0491 0.0457 0.0349
C -0.76957 3.33489 -3.85512 0.0401 -0.0265 -0.0278
C -1.48288 3.46451 -2.66982 -0.0155 -0.0166 0.0858
C -1.18410 2.59236 -1.64133 -0.0029 0.0648 -0.0419
N -0.24892 1.64503 -1.72861 -0.0521 0.0501 0.0145
H 4.32562 -1.35795 -3.73054 -0.0040 0.0020 -0.0143
H 3.37995 -1.74948 -1.34316 0.0293 -0.0542 0.0000
H 0.78697 2.26149 -4.86384 0.0131 -0.0166 0.0015
H -0.97265 3.98997 -4.69268 -0.0030 0.0031 0.0014
H -2.24714 4.21741 -2.54265 -0.0009 0.0019 -0.0033
H -1.71304 2.64680 -0.69614 -0.0146 0.0072 -0.0045
C -3.92141 -3.61095 -0.41182 0.0796 0.0042 0.0817
C -2.97657 -3.56093 -1.61224 -0.1343 -0.0197 -0.0193
C -3.20624 -4.74919 -2.54029 0.1019 -0.0567 -0.0190
Sb -0.95875 -3.16288 -0.89935 0.0441 0.0917 -0.0400
C 0.20773 -3.47820 -2.69264 0.0395 -0.0576 -0.1192
C 0.41622 -4.91494 -3.15391 0.0033 -0.0583 0.0589
C -0.34327 -2.59326 -3.80819 -0.0161 0.0397 -0.0009
C -0.47018 -4.91788 0.27101 0.0865 -0.1350 0.0045
C -0.78863 -4.66223 1.74230 -0.0145 0.0496 -0.0027
C -1.05751 -6.24408 -0.19927 -0.0591 0.0048 -0.0477
H -4.96461 -3.65753 -0.73915 -0.0122 0.0138 -0.0152
H -3.81305 -2.73571 0.23399 0.0035 -0.0413 -0.0038
H -3.73685 -4.49472 0.20278 0.0115 -0.0313 -0.0056
H -3.20826 -2.65238 -2.17730 0.0299 0.0152 -0.0104
H -2.96084 -5.69771 -2.06231 -0.0095 0.0289 -0.0137
H -2.61750 -4.67717 -3.45485 -0.0018 0.0077 0.0074
H -4.26033 -4.79736 -2.83269 -0.0147 0.0221 0.0033
H 1.18034 -3.06971 -2.40943 0.0149 0.0242 0.0242
H -0.51614 -5.39587 -3.45454 -0.0107 0.0139 0.0001
H 0.87067 -5.53172 -2.37568 0.0123 0.0350 -0.0255
H 1.08644 -4.93392 -4.01899 0.0035 0.0075 -0.0093
H -1.33271 -2.91994 -4.13922 -0.0027 -0.0131 0.0048
H 0.32061 -2.61984 -4.67704 -0.0015 -0.0069 -0.0080
H -0.41385 -1.54738 -3.49622 0.0079 -0.0045 0.0149
H 0.61819 -4.96853 0.16297 -0.0602 0.0264 0.0164
H -1.86666 -4.56868 1.90331 0.0045 0.0032 0.0044
H -0.30699 -3.75467 2.11102 0.0084 -0.0062 -0.0121
H -0.43786 -5.49886 2.35322 0.0009 -0.0035 0.0086
H -2.14520 -6.26082 -0.10783 -0.0049 0.0133 0.0275
H -0.67398 -7.05775 0.42398 0.0172 0.0009 0.0124
H -0.80389 -6.47274 -1.23528 -0.0408 0.0079 0.0496
C 3.32379 -3.51199 2.73434 -0.0060 -0.0084 -0.0024
C 2.91331 -3.70264 1.42313 0.0083 0.0074 0.0193
C 2.07891 -2.76772 0.81951 0.0178 0.0055 -0.0142
C 1.60390 -1.61012 1.46032 0.0626 -0.1820 0.0615
C 2.05820 -1.46427 2.78314 -0.1117 0.0922 0.0174
C 2.89138 -2.38128 3.41283 0.0235 -0.0292 0.0239
H 3.97158 -4.23159 3.22006 0.0051 0.0007 -0.0053
H 3.24215 -4.57759 0.87205 0.0121 -0.0065 -0.0053
H 1.79515 -2.96806 -0.21459 0.0606 0.0591 0.0256
H 1.74995 -0.59893 3.36645 0.0153 -0.0050 -0.0026
H 3.20687 -2.21170 4.43629 -0.0060 -0.0038 0.0038
```
Forces are in eV/Å.

Molecular formula: C41H45NP
Method: DFT, ωB97M-V/def2-TZVPD

Output
* largest force on an atom: 7.776 eV/Å
* frontier orbital gap: 6.76 eV
* total charge: -1
* electronic energy: -1985.098033 Ha

The geometry in XYZ format:
```
88
Properties=species:S:1:pos:R:3:forces:R:3
P -0.33104 2.81805 0.46396 -0.6988 1.3099 0.7140
C -0.20104 1.07428 -0.30241 0.9006 -6.9619 -3.3446
C 0.46168 0.74807 -1.80416 -1.9458 -3.4461 3.2021
C 0.46420 -0.81960 -2.24103 -0.4341 1.3880 1.3176
N -0.02647 -2.04134 -1.54200 -0.6502 4.8052 2.0949
C -0.66457 -1.82113 -0.21362 1.5414 4.3094 -1.6564
C -0.74755 -0.32306 0.41288 0.8636 -0.4399 -2.0546
H 0.13806 2.34855 1.76627 0.1787 -0.3975 0.0597
H -1.69225 2.49692 0.84788 -0.4689 -0.4651 0.1381
H -0.83092 3.29284 -0.80611 -0.0499 0.0015 -0.5972
H 1.01878 3.19079 0.06806 0.4173 -0.2919 -0.1782
H -0.56077 4.14396 1.04421 0.2471 0.2296 0.0147
H 0.89695 1.60994 -2.48658 -1.0049 -2.1103 1.5063
H 0.95812 -1.02572 -3.31057 -1.2833 0.2088 2.5835
H -1.09141 -2.75035 0.37073 1.0193 2.0233 -1.4101
H -1.25923 -0.21458 1.48008 1.2209 -0.1815 -2.4658
C -5.22675 0.74595 2.47585 0.0045 -0.2178 -0.0168
C -5.92343 -0.11820 3.32004 0.0933 -0.0546 -0.1183
C -5.69923 -1.49290 3.25117 0.1117 0.0913 -0.1177
C -4.77012 -2.00304 2.34396 -0.0656 0.2018 0.0438
C -4.07070 -1.13848 1.50239 -0.1379 0.0008 0.1506
C -4.30173 0.23545 1.56484 -0.0985 -0.0682 0.0403
H -5.40424 1.81697 2.52745 0.0559 -0.1488 -0.0136
H -6.64237 0.27999 4.03169 0.0912 -0.0557 -0.0928
H -6.24713 -2.16654 3.90441 0.0718 0.0793 -0.0629
H -4.59168 -3.07389 2.29354 -0.0249 0.1307 -0.0151
H -3.34549 -1.53606 0.79659 -0.1171 0.1130 0.1571
H -3.76069 0.90819 0.90523 0.0354 -0.0650 0.1167
C 2.58853 0.03342 5.38962 -0.0946 -0.1027 -0.1327
C 2.38291 0.67006 4.16603 -0.0448 -0.2016 0.0466
C 1.75302 -0.00848 3.12313 0.0461 -0.0868 0.0489
C 1.31948 -1.32173 3.30732 0.1122 0.0749 0.1761
C 1.52177 -1.95706 4.53220 0.0680 0.1778 -0.0077
C 2.16001 -1.28162 5.57209 -0.0293 0.0926 -0.1431
H 3.08252 0.56141 6.20106 -0.0499 -0.0586 -0.0923
H 2.71460 1.69569 4.02482 -0.0473 -0.1739 -0.0017
H 1.59898 0.48559 2.16768 -0.0582 -0.0559 0.1401
H 0.82421 -1.84902 2.49629 0.0805 0.1291 0.0695
H 1.18239 -2.97993 4.67609 0.0495 0.1337 -0.0161
H 2.32236 -1.77876 6.52438 -0.0237 0.0560 -0.0951
C -3.89550 -4.64746 -2.54761 -0.2170 0.1100 0.0854
C -3.47852 -3.36999 -2.17482 -0.0756 -0.0211 -0.0257
C -4.40294 -2.45047 -1.68012 -0.0945 -0.1650 -0.0904
C -5.74400 -2.81216 -1.54883 0.1238 -0.1146 -0.0741
C -6.16027 -4.09092 -1.91812 0.1526 0.0517 -0.0172
C -5.23744 -5.00738 -2.42156 0.0862 0.1548 0.0501
H -3.17537 -5.36269 -2.93632 -0.0753 0.0906 0.0579
H -2.43229 -3.09051 -2.27070 -0.0840 -0.0036 0.0490
H -4.07891 -1.45296 -1.39604 -0.0231 -0.1496 -0.0650
H -6.46369 -2.09732 -1.15873 0.1141 -0.0896 -0.0289
H -7.20511 -4.37316 -1.81421 0.1445 0.0411 -0.0202
H -5.56308 -6.00168 -2.71433 0.0319 0.1083 0.0407
C -1.34366 -0.52277 -5.97901 -0.0307 -0.1813 -0.0560
C -1.02808 -0.85339 -7.29653 -0.0421 -0.1291 0.1012
C -1.15461 -2.17112 -7.73514 -0.0642 0.0244 0.1737
C -1.60664 -3.15738 -6.85794 0.0346 0.2160 0.0440
C -1.92580 -2.82599 -5.54143 0.0674 0.0990 -0.1186
C -1.79038 -1.50994 -5.10027 -0.0110 -0.0300 -0.1461
H -1.24166 0.50367 -5.63660 -0.0088 -0.1559 -0.0154
H -0.68242 -0.08353 -7.98190 -0.0349 -0.1096 0.0993
H -0.90224 -2.42965 -8.75993 -0.0356 0.0342 0.1182
H -1.70999 -4.18344 -7.20093 0.0189 0.1273 0.0463
H -2.27961 -3.59440 -4.85842 0.0517 0.1514 -0.0924
H -2.03385 -1.25317 -4.07305 0.0708 -0.0349 -0.1192
C 5.68378 1.80221 -2.89368 -0.0661 -0.1946 -0.0179
C 6.65401 0.85315 -3.21416 -0.1349 -0.0479 0.0352
C 6.31448 -0.49790 -3.27910 -0.1544 0.1216 0.0314
C 5.00111 -0.89916 -3.03298 0.1100 0.2211 -0.0093
C 4.03008 0.05038 -2.71618 0.0951 -0.0037 -0.0457
C 4.37170 1.40047 -2.64212 0.1550 -0.1082 -0.0792
H 5.94952 2.85469 -2.83982 -0.0359 -0.1406 -0.0002
H 7.67587 1.16663 -3.41268 -0.1319 -0.0441 0.0381
H 7.07216 -1.23784 -3.52225 -0.0854 0.0919 0.0222
H 4.73525 -1.95148 -3.08834 0.0153 0.1483 0.0239
H 3.00627 -0.26234 -2.52600 0.2215 0.0880 0.0411
H 3.61616 2.13934 -2.38989 0.0738 -0.1182 0.0092
C 4.27080 5.22229 6.58345 0.0288 0.0343 -0.1925
C 3.34695 4.51075 5.81862 0.1194 0.1036 -0.0653
C 3.35811 4.62210 4.42855 0.1131 0.0592 0.0591
C 4.30054 5.43822 3.80221 0.0014 -0.0157 0.1865
C 5.22681 6.14683 4.56691 -0.1251 -0.0962 0.0803
C 5.20963 6.04268 5.95752 -0.1340 -0.1162 -0.0888
H 4.25959 5.13790 7.66696 0.0010 0.0112 -0.1432
H 2.61705 3.86949 6.30639 0.0892 0.0923 -0.0925
H 2.63382 4.07278 3.83327 0.0799 0.1045 0.0579
H 4.31254 5.52131 2.71866 -0.0274 -0.0279 0.1632
H 5.96222 6.78151 4.07854 -0.1113 -0.0890 0.0719
H 5.92785 6.59916 6.55323 -0.0793 -0.0711 -0.0701
```
Forces are in eV/Å.

Question: Number 1 is which compound?
Answer: C41H45N5SSbY

Question: total charge of number 1 (C41H45N5SSbY)?
Answer: 0

Question: Which value of total charge does entry 1 give?
Answer: 0

Question: Among the records above, which one has the highest frontier orbital gap?
Answer: C41H45NP